[1]
{"formula": "C42H38AsN5O4Pd", "method": "wB97M-V/def2-TZVPD", "s2": 2.072, "e_lumo_ev": [-0.6731, -1.6074], "gap_ev": [4.867, 6.507], "multiplicity": 3, "total_energy_ha": -4561.5808, "elements": ["Pd", "O", "N", "O", "C", "C", "C", "C", "C", "C", "N", "C", "C", "N", "C", "C", "C", "C", "H", "H", "H", "H", "H", "H", "H", "O", "C", "O", "C", "C", "C", "C", "C", "N", "H", "H", "H", "H", "C", "C", "C", "C", "C", "C", "As", "N", "C", "C", "C", "C", "C", "C", "C", "C", "C", "C", "C", "C", "C", "C", "C", "C", "C", "C", "H", "H", "H", "H", "H", "H", "H", "H", "H", "H", "H", "H", "H", "H", "H", "H", "H", "H", "H", "H", "H", "H", "H", "H", "H", "H", "H"], "coordinates": [[1.778, -1.898, -0.354], [-1.917, -6.199, 4.311], [-1.778, -6.045, 3.097], [-2.365, -6.744, 2.268], [-0.912, -5.025, 2.670], [-0.127, -4.411, 3.656], [0.761, -3.387, 3.361], [1.573, -2.722, 4.327], [2.420, -1.734, 3.914], [2.505, -1.394, 2.554], [1.771, -2.009, 1.626], [0.894, -2.950, 2.010], [0.020, -3.497, 1.015], [0.059, -2.909, -0.195], [-0.706, -3.364, -1.187], [-1.543, -4.457, -0.999], [-1.632, -5.058, 0.241], [-0.864, -4.566, 1.317], [-0.217, -4.773, 4.669], [1.482, -2.991, 5.369], [3.035, -1.201, 4.625], [3.148, -0.585, 2.234], [-0.615, -2.853, -2.140], [-2.111, -4.840, -1.832], [-2.280, -5.904, 0.400], [2.998, -1.620, -4.134], [2.825, -1.753, -2.937], [1.726, -2.030, -2.363], [4.034, -1.653, -2.004], [5.318, -1.617, -2.533], [6.402, -1.643, -1.677], [6.156, -1.697, -0.312], [4.849, -1.723, 0.136], [3.801, -1.687, -0.686], [5.421, -1.584, -3.606], [7.413, -1.642, -2.053], [6.965, -1.721, 0.399], [4.643, -1.779, 1.197], [-1.485, 5.967, -3.603], [-1.422, 4.634, -2.921], [-0.869, 4.502, -1.660], [-0.850, 3.286, -0.989], [-0.252, 3.257, 0.384], [-1.393, 2.156, -1.608], [-1.403, 0.383, -0.671], [0.341, 0.245, -0.253], [1.280, 0.628, -1.148], [2.545, 1.032, -0.644], [3.513, 1.529, -1.488], [3.291, 1.602, -2.859], [2.071, 1.186, -3.378], [1.078, 0.722, -2.546], [-2.317, 0.969, 1.005], [-3.593, 1.530, 0.849], [-4.262, 1.633, -0.490], [-4.274, 2.014, 1.958], [-3.744, 1.928, 3.235], [-4.480, 2.463, 4.425], [-2.511, 1.310, 3.383], [-1.801, 0.821, 2.295], [-0.488, 0.150, 2.546], [-1.929, 2.267, -2.894], [-2.532, 1.105, -3.628], [-1.936, 3.500, -3.531], [-0.989, 6.731, -3.007], [-2.526, 6.262, -3.745], [-1.014, 5.922, -4.584], [-0.438, 5.369, -1.177], [0.367, 4.137, 0.543], [0.361, 2.368, 0.516], [-1.038, 3.246, 1.142], [2.702, 1.009, 0.431], [4.453, 1.870, -1.074], [4.067, 1.964, -3.515], [1.902, 1.217, -4.443], [0.149, 0.345, -2.957], [-4.172, 0.690, -1.036], [-3.794, 2.418, -1.085], [-5.316, 1.876, -0.374], [-5.251, 2.458, 1.818], [-5.417, 2.923, 4.123], [-3.873, 3.208, 4.939], [-4.698, 1.666, 5.133], [-2.097, 1.193, 4.376], [-0.400, -0.154, 3.588], [0.335, 0.827, 2.313], [-0.390, -0.725, 1.907], [-2.312, 0.159, -3.129], [-2.151, 1.067, -4.646], [-3.615, 1.219, -3.682], [-2.355, 3.575, -4.525]], "forces_ev_per_a": [[0.93, -0.79, -0.68], [-0.08, -0.22, 0.17], [0.04, 0.12, 0.24], [-0.21, -0.23, -0.23], [0.32, 0.28, 0.17], [-0.01, 0.01, 0.08], [-0.07, -0.03, -0.34], [0.06, 0.13, -0.15], [-0.13, -0.10, -0.14], [0.41, 0.40, 0.18], [-0.41, -0.49, 0.52], [0.03, -0.12, 0.66], [-0.63, -0.48, 0.24], [-0.39, -0.52, -0.10], [0.14, 0.16, -0.11], [0.09, 0.11, 0.25], [0.04, 0.15, -0.30], [-0.01, 0.09, -0.21], [-0.01, 0.06, -0.01], [0.05, -0.04, 0.07], [0.03, 0.07, 0.00], [-0.04, -0.07, -0.12], [0.07, -0.08, 0.12], [-0.07, 0.06, -0.04], [0.04, 0.06, -0.01], [0.00, -0.05, 0.18], [1.24, 0.05, -0.81], [-0.96, -0.20, 0.79], [0.15, -0.04, -0.45], [-0.19, 0.01, 0.10], [-0.26, 0.00, 0.13], [-0.04, 0.04, -0.12], [0.08, 0.11, 0.37], [0.27, -0.06, -0.35], [-0.05, -0.02, -0.08], [0.10, 0.04, -0.07], [0.03, -0.04, 0.10], [-0.09, -0.01, -0.03], [-0.01, -0.02, -0.01], [-0.04, -0.02, -0.04], [-0.03, -0.06, -0.03], [0.05, 0.06, 0.05], [0.02, 0.03, 0.11], [0.01, -0.34, 0.17], [-1.19, 0.56, -0.28], [0.49, 0.44, 0.51], [0.20, 0.77, -0.30], [-0.28, 0.18, 0.09], [0.15, 0.10, 0.06], [0.00, 0.02, 0.12], [-0.11, 0.08, -0.10], [-0.08, -0.01, 0.04], [0.08, -0.10, -0.12], [0.12, -0.04, -0.16], [0.08, 0.05, -0.07], [0.05, -0.04, 0.14], [0.03, 0.00, -0.10], [0.03, -0.01, -0.02], [-0.13, 0.02, -0.13], [0.12, -0.04, 0.07], [0.00, -0.06, 0.04], [0.01, -0.04, 0.00], [0.06, -0.14, 0.11], [0.08, 0.03, 0.16], [0.01, 0.05, -0.04], [0.01, 0.08, -0.04], [0.01, 0.07, -0.05], [0.02, 0.09, 0.06], [0.03, 0.02, 0.03], [0.00, 0.07, 0.18], [0.05, 0.00, 0.05], [-0.05, -0.06, -0.11], [0.05, -0.01, 0.00], [0.04, 0.05, -0.06], [-0.01, -0.05, -0.08], [0.09, 0.06, -0.06], [-0.08, 0.06, -0.10], [-0.12, -0.03, -0.07], [-0.04, -0.08, -0.01], [-0.07, 0.02, -0.02], [-0.07, 0.06, 0.05], [-0.04, 0.06, 0.07], [-0.04, -0.03, 0.08], [0.09, -0.03, 0.09], [-0.03, -0.03, 0.04], [0.09, -0.10, -0.04], [0.11, 0.08, 0.14], [-0.10, 0.03, -0.18], [0.00, -0.07, -0.10], [-0.08, -0.07, -0.01], [-0.08, 0.00, -0.15]], "lowdin_spin": [0.022, 0.084, 0.066, 0.086, 0.116, 0.153, 0.054, 0.119, 0.009, 0.161, -0.003, 0.029, -0.006, 0.005, 0.051, 0.004, 0.043, 0.001, 0.009, 0.005, -0.003, 0.010, 0.003, -0.001, 0.004, -0.002, 0.001, 0.004, 0.000, 0.000, 0.000, 0.000, 0.003, 0.002, 0.000, 0.000, 0.000, 0.003, 0.000, -0.001, 0.002, 0.003, 0.005, 0.031, 0.083, 0.467, 0.022, 0.098, -0.007, 0.115, -0.010, 0.095, 0.029, 0.003, 0.001, 0.001, 0.000, 0.000, 0.001, 0.003, 0.002, 0.002, 0.004, 0.001, 0.000, 0.000, 0.000, 0.000, 0.001, 0.003, 0.000, 0.004, -0.003, 0.007, -0.002, 0.003, 0.001, 0.000, 0.000, 0.000, 0.000, 0.000, 0.000, 0.000, 0.000, 0.002, -0.001, 0.003, 0.000, 0.000, 0.000]}

[2]
{"formula": "C42H38BN11OSSbV", "method": "wB97M-V/def2-TZVPD", "s2": 3.773, "e_above_lowest_kj_mol": 154.7, "e_lumo_ev": [-3.2708, -3.3745], "gap_ev": [6.109, 7.246], "multiplicity": 4, "total_charge": 1, "total_energy_ha": -3908.1240, "elements": ["V", "C", "C", "N", "N", "C", "B", "N", "C", "C", "C", "N", "N", "C", "C", "C", "N", "H", "H", "H", "H", "H", "H", "H", "H", "H", "H", "S", "N", "C", "C", "C", "C", "C", "N", "C", "C", "N", "C", "C", "C", "C", "C", "N", "H", "H", "H", "H", "H", "H", "C", "N", "C", "C", "O", "H", "H", "H", "H", "H", "H", "H", "C", "C", "C", "C", "C", "C", "Sb", "C", "C", "C", "C", "C", "C", "C", "C", "C", "C", "C", "C", "H", "H", "H", "H", "H", "H", "H", "H", "H", "H", "H", "H", "H", "H", "H"], "coordinates": [[0.730, 0.216, -0.270], [0.689, -3.633, 1.327], [0.090, -2.396, 1.104], [0.868, -1.655, 0.317], [1.941, -2.380, 0.011], [1.870, -3.577, 0.609], [2.955, -1.837, -1.003], [2.155, -1.404, -2.242], [2.299, -1.772, -3.522], [1.405, -1.047, -4.284], [0.739, -0.243, -3.362], [1.207, -0.468, -2.138], [3.523, -0.539, -0.417], [4.791, -0.122, -0.318], [4.784, 1.172, 0.165], [3.435, 1.471, 0.334], [2.696, 0.428, -0.027], [0.304, -4.451, 1.901], [-0.858, -2.022, 1.453], [2.643, -4.310, 0.498], [3.803, -2.614, -1.254], [3.010, -2.517, -3.818], [1.262, -1.096, -5.345], [-0.065, 0.454, -3.535], [5.611, -0.749, -0.598], [5.624, 1.803, 0.361], [2.994, 2.378, 0.706], [-0.999, 6.538, 3.179], [-0.785, 6.207, 1.616], [-0.440, 4.934, 1.482], [-0.127, 4.256, 0.260], [-0.093, 4.867, -0.995], [0.289, 4.097, -2.081], [0.600, 2.757, -1.895], [0.509, 2.132, -0.725], [0.170, 2.879, 0.351], [0.203, 2.199, 1.609], [0.500, 0.881, 1.553], [0.702, 0.256, 2.711], [0.584, 0.868, 3.951], [0.199, 2.196, 4.024], [-0.001, 2.884, 2.827], [-0.366, 4.266, 2.745], [-0.661, 5.069, 3.758], [-0.350, 5.910, -1.092], [0.351, 4.526, -3.069], [0.949, 2.160, -2.727], [0.976, -0.792, 2.668], [0.801, 0.298, 4.843], [0.078, 2.708, 4.965], [-3.049, 1.172, 5.099], [-2.784, 0.476, 3.867], [-2.539, -0.943, 3.973], [-2.731, 1.095, 2.694], [-2.432, 0.573, 1.631], [-2.146, 1.212, 5.714], [-3.824, 0.646, 5.658], [-3.380, 2.187, 4.894], [-3.448, -1.457, 4.286], [-1.756, -1.136, 4.705], [-2.236, -1.316, 2.999], [-2.982, 2.167, 2.757], [-6.391, -2.147, -1.266], [-6.251, -0.771, -1.324], [-5.007, -0.194, -1.138], [-3.895, -0.983, -0.901], [-4.047, -2.357, -0.797], [-5.289, -2.936, -0.979], [-1.912, -0.156, -1.067], [-2.609, 1.709, -1.923], [-2.973, 1.913, -3.246], [-3.456, 3.141, -3.670], [-3.568, 4.191, -2.775], [-3.213, 3.999, -1.450], [-2.744, 2.766, -1.031], [-1.601, -1.627, -2.657], [-0.948, -2.757, -2.179], [-0.604, -3.807, -3.007], [-0.928, -3.752, -4.351], [-1.613, -2.651, -4.834], [-1.955, -1.599, -3.996], [-7.351, -2.604, -1.445], [-7.109, -0.149, -1.537], [-4.896, 0.879, -1.188], [-3.191, -2.989, -0.596], [-5.395, -4.008, -0.920], [-2.898, 1.110, -3.964], [-3.749, 3.277, -4.702], [-3.925, 5.153, -3.109], [-3.306, 4.814, -0.745], [-2.486, 2.619, 0.011], [-0.696, -2.821, -1.129], [-0.078, -4.660, -2.604], [-0.649, -4.560, -5.011], [-1.878, -2.600, -5.880], [-2.489, -0.758, -4.419]], "forces_ev_per_a": [[-0.94, -0.67, -1.28], [-0.03, 0.03, -0.04], [0.13, -0.40, 0.14], [-0.37, -1.28, 0.78], [0.27, -0.84, 0.19], [-0.20, -0.06, 0.08], [-0.33, 0.51, 0.00], [0.40, -0.56, -0.45], [-0.20, 0.14, -0.14], [0.09, 0.07, 0.03], [0.45, -0.13, -0.32], [-0.16, 0.37, -0.81], [0.84, -0.22, -0.02], [0.04, 0.25, 0.08], [-0.02, -0.04, 0.00], [0.39, -0.05, 0.05], [0.75, 0.51, 0.28], [-0.01, -0.16, 0.11], [-0.01, 0.11, -0.01], [0.20, -0.10, -0.12], [0.25, -0.29, -0.10], [0.17, -0.13, 0.04], [-0.06, -0.03, -0.14], [0.02, 0.04, 0.01], [0.16, -0.24, -0.07], [0.20, 0.11, 0.06], [-0.14, 0.07, -0.01], [0.26, -0.91, -0.51], [-0.05, 0.34, -0.59], [-0.21, 0.50, 1.12], [0.24, -0.67, -0.55], [0.16, -0.46, -0.05], [-0.05, 0.24, 0.29], [0.05, 0.10, -0.35], [-0.23, 2.02, -0.16], [-0.15, 1.17, -0.59], [-0.16, 0.08, 1.24], [-0.27, 1.08, 2.07], [0.09, -0.30, 0.29], [-0.12, 0.41, 0.06], [0.12, -0.33, -0.29], [0.25, -0.83, -0.25], [-0.30, 1.15, -0.21], [0.04, -0.34, 0.49], [-0.01, 0.12, -0.01], [0.03, 0.00, -0.06], [-0.06, 0.01, 0.04], [0.01, 0.14, -0.11], [-0.04, -0.02, 0.01], [-0.01, 0.08, 0.13], [-0.02, 0.11, 0.14], [-0.06, -0.30, 0.34], [-0.02, -0.15, -0.18], [-0.09, 0.47, -0.24], [-0.07, -0.06, -0.12], [-0.02, 0.01, 0.04], [-0.05, 0.08, 0.03], [-0.02, 0.03, 0.01], [0.00, -0.03, 0.03], [0.09, -0.03, 0.06], [-0.02, -0.02, 0.06], [0.00, -0.01, 0.04], [-0.06, 0.02, 0.02], [-0.15, -0.02, -0.03], [0.10, 0.24, 0.09], [0.37, 0.21, 0.29], [0.11, -0.15, 0.13], [-0.03, -0.13, 0.02], [-1.08, -0.47, -1.01], [0.28, -0.43, 0.14], [0.01, -0.15, -0.22], [0.03, 0.02, -0.14], [0.02, 0.07, 0.04], [-0.09, 0.08, 0.00], [-0.01, -0.07, 0.19], [-0.15, 0.36, 0.21], [0.00, 0.07, 0.28], [0.02, -0.15, -0.07], [0.01, -0.01, -0.06], [-0.11, 0.03, -0.17], [-0.14, 0.03, -0.09], [-0.11, -0.04, 0.01], [-0.05, 0.06, 0.01], [-0.10, 0.10, -0.09], [0.00, -0.07, -0.06], [0.00, -0.12, 0.02], [-0.01, -0.02, -0.04], [0.01, 0.00, -0.05], [-0.08, 0.08, -0.02], [-0.01, 0.05, 0.08], [-0.04, -0.01, 0.08], [0.11, -0.07, -0.02], [0.02, -0.10, 0.04], [-0.01, -0.04, -0.07], [-0.06, -0.02, -0.11], [-0.01, -0.02, -0.01]], "lowdin_spin": [2.494, 0.006, 0.027, 0.008, 0.012, 0.023, 0.003, 0.007, 0.017, 0.004, 0.021, 0.007, 0.010, 0.018, 0.005, 0.020, -0.003, 0.000, 0.002, 0.002, 0.000, 0.001, 0.000, 0.001, 0.001, 0.000, 0.001, -0.006, -0.002, -0.001, 0.003, 0.038, 0.000, 0.041, 0.021, 0.037, 0.043, 0.018, 0.048, -0.002, 0.047, 0.000, -0.001, -0.004, 0.002, -0.001, 0.002, 0.003, -0.001, 0.002, 0.001, 0.000, 0.000, 0.000, 0.001, 0.000, 0.000, 0.000, 0.000, 0.000, 0.000, 0.000, 0.000, 0.000, -0.001, -0.003, 0.000, 0.000, 0.016, 0.003, 0.000, 0.000, 0.000, 0.000, 0.000, 0.005, 0.001, 0.000, 0.000, 0.000, 0.001, 0.000, 0.000, 0.000, 0.000, 0.000, 0.000, 0.000, 0.000, 0.000, 0.000, 0.000, 0.000, 0.000, 0.000, 0.000]}